[1]
Here is a structure of composition C17H39GeN2O4PSSeTi from the OMol25 dataset. Energies are from ωB97M-V/def2-TZVPD.

Output
- Calculated total energy: -7148.75029 a.u.
- LUMO (alpha / beta): -0.091 / -0.092 hartree
- Net charge: +1
- Relative energy (zero: lowest compared OMol25 entry of this formula, charge and spin): 25.0 kcal per mole
- <S²>: 0.762
- Spin multiplicity: 2
- Highest occupied orbital energy (alpha / beta): -10.20 / -10.19 eV

The geometry in XYZ format:
```
67
Properties=species:S:1:pos:R:3:nbo_charge:R:1
Ti 0.196 0.036 -0.354 1.236
C -3.711 1.478 -2.075 -1.079
Ge -1.813 1.938 -1.968 1.594
C -1.413 3.387 -3.220 -1.078
C -1.543 2.633 -0.125 -1.094
C -0.632 0.389 -2.204 -1.317
H -4.284 2.365 -2.348 0.237
H -4.073 1.118 -1.112 0.230
H -3.896 0.702 -2.816 0.243
H -1.860 4.318 -2.869 0.238
H -1.836 3.158 -4.198 0.243
H -0.343 3.546 -3.351 0.223
H -2.395 3.281 0.092 0.253
H -0.633 3.222 -0.015 0.233
H -1.556 1.868 0.665 0.206
H -0.240 0.245 -3.207 0.242
C 0.075 -2.152 3.706 -0.801
S -0.459 -0.959 2.493 1.257
C -2.126 -1.544 2.224 -0.859
O 0.340 -1.374 1.248 -1.010
H -0.088 -3.149 3.300 0.254
H -0.494 -2.000 4.621 0.250
H 1.133 -1.980 3.892 0.248
H -2.540 -1.839 3.188 0.244
H -2.107 -2.389 1.517 0.314
H -2.705 -0.726 1.800 0.250
C -0.944 -5.328 -0.452 -0.393
N -2.348 -4.984 -0.575 -0.390
C -3.292 -5.755 -1.224 -0.079
C -4.455 -5.079 -1.135 -0.092
N -4.172 -3.921 -0.436 -0.386
C -5.144 -2.890 -0.131 -0.395
C -2.868 -3.837 -0.075 0.084
Se -1.479 -1.215 -1.466 -0.077
H -0.701 -6.117 -1.161 0.210
H -0.719 -5.676 0.555 0.201
H -0.342 -4.450 -0.675 0.222
H -3.059 -6.694 -1.694 0.226
H -5.435 -5.311 -1.512 0.228
H -5.951 -2.919 -0.861 0.212
H -4.655 -1.920 -0.190 0.219
H -5.565 -3.029 0.865 0.203
C 4.523 4.598 1.698 -0.627
C 3.463 3.611 2.111 -0.064
O 3.535 2.466 1.210 -0.833
P 2.291 1.472 1.084 1.691
O 2.996 0.129 0.515 -0.838
C 3.962 -0.620 1.294 -0.060
C 5.360 -0.344 0.797 -0.633
O 1.599 1.826 -0.385 -0.883
C 2.426 2.181 -1.558 -0.062
C 2.360 3.671 -1.766 -0.632
H 4.467 5.482 2.333 0.232
H 4.384 4.911 0.664 0.216
H 5.517 4.165 1.800 0.224
H 2.463 4.046 2.059 0.186
H 3.630 3.243 3.123 0.193
H 3.685 -1.666 1.175 0.201
H 3.851 -0.358 2.351 0.177
H 5.424 -0.536 -0.274 0.222
H 6.066 -1.003 1.302 0.229
H 5.650 0.688 0.987 0.221
H 1.997 1.623 -2.388 0.213
H 3.438 1.825 -1.375 0.206
H 1.332 3.999 -1.916 0.223
H 2.940 3.943 -2.648 0.236
H 2.776 4.200 -0.909 0.212
```

***

[2]
Here is a cluster of 2 separate species, C4H13N2O in total in a non-equilibrium geometry from the OMol25 dataset. Energies are from ωB97M-V/def2-TZVPD.

Output
- Calculated total energy: -344.59101 a.u.
- LUMO: -0.137 hartree
- Net charge: +1
- Relative energy (zero: lowest compared OMol25 entry of this formula, charge and spin): 110.3 kcal per mole
- Highest occupied orbital energy: -13.71 eV

The geometry in XYZ format:
```
20
Properties=species:S:1:pos:R:3:nbo_charge:R:1
C -1.101 -0.107 2.151 -0.691
C 0.046 1.442 -0.555 -0.425
C 1.606 -0.407 -0.333 -0.440
C -1.160 -0.728 0.756 0.471
N -0.308 -0.488 -1.855 -0.700
N 0.265 0.019 -0.671 -0.220
O -2.022 -0.313 -0.068 -0.593
H -1.975 -0.351 2.633 0.272
H -1.146 0.980 2.042 0.248
H -0.278 -0.363 2.685 0.242
H 0.657 1.672 0.335 0.225
H 0.383 1.864 -1.463 0.207
H -0.992 1.602 -0.236 0.230
H 1.694 -1.458 -0.395 0.216
H 2.550 0.192 -0.867 0.225
H 1.715 -0.223 0.722 0.214
H -0.484 -1.595 0.660 0.195
H -0.043 -1.414 -2.055 0.389
H -0.120 0.251 -2.636 0.391
H -2.016 -0.803 -0.908 0.541
```

***

[3]
Here is a cluster of 2 separate species, C8H16ClFI3N2O5 in total from the OMol25 dataset. Energies are from ωB97M-V/def2-TZVPD.

Output
- Calculated total energy: -2253.08722 a.u.
- LUMO: 0.071 hartree
- Net charge: -1
- Highest occupied orbital energy: -6.09 eV

The geometry in XYZ format:
```
36
Properties=species:S:1:pos:R:3:nbo_charge:R:1
C 2.427 1.065 0.083 -0.664
C 3.173 -0.248 -0.050 0.347
F 3.440 -0.443 -1.429 -0.401
N 2.490 -1.363 0.512 -0.647
C 1.229 -1.740 -0.073 0.032
N 1.375 -2.559 -1.282 -0.847
C 0.260 -2.432 0.931 0.032
I 1.140 -3.023 2.799 0.068
O -0.854 -1.657 1.270 -0.565
C -1.887 -1.734 0.290 -0.113
C -3.047 -0.858 0.757 -0.330
I -4.829 -1.750 -0.043 0.077
C -2.919 0.658 0.477 -0.330
C -1.482 1.175 0.438 -0.653
I -3.885 1.332 -1.305 0.086
H 3.119 1.901 0.024 0.233
H 1.717 1.209 -0.730 0.245
H 1.903 1.108 1.036 0.226
H 4.157 -0.210 0.418 0.156
H 3.103 -2.159 0.624 0.374
H 0.740 -0.800 -0.329 0.220
H 0.964 -3.476 -1.179 0.349
H 0.964 -2.121 -2.093 0.376
H -0.075 -3.387 0.516 0.173
H -2.210 -2.776 0.215 0.188
H -1.526 -1.418 -0.696 0.189
H -3.148 -0.989 1.832 0.239
H -3.450 1.177 1.270 0.222
H -1.465 2.262 0.365 0.276
H -0.958 0.892 1.352 0.222
H -0.935 0.803 -0.428 0.211
O 0.127 3.326 -2.171 -0.884
Cl 0.094 4.318 -1.120 2.541
O 1.024 5.379 -1.418 -0.870
O 0.466 3.688 0.136 -0.899
O -1.243 4.851 -0.998 -0.877
```

***

[4]
Here is an isolated molecule of C9H17N3O5 in a non-equilibrium geometry from the OMol25 dataset. Energies are from ωB97M-V/def2-TZVPD.

Output
- Calculated total energy: -893.51172 a.u.
- SMILES: C[C@@H](O)[C@H](N)C(=O)N[C@@H](CCC(N)=O)C(=O)O
- LUMO: 0.009 hartree
- Net charge: 0
- Relative energy (zero: lowest compared OMol25 entry of this formula, charge and spin): 109.0 kcal per mole
- Highest occupied orbital energy: -9.26 eV

The geometry in XYZ format:
```
34
Properties=species:S:1:pos:R:3:nbo_charge:R:1
C 3.815 0.491 1.319 -0.625
C 3.124 0.049 0.049 0.046
O 3.771 -1.140 -0.494 -0.762
C 1.582 -0.085 0.358 -0.178
N 0.958 -0.960 1.392 -0.840
C 0.966 -0.459 -1.077 0.733
O 1.802 -0.687 -1.903 -0.569
N -0.443 -0.676 -1.179 -0.629
C -1.363 -0.628 -0.056 -0.168
C -2.601 0.421 -0.386 -0.400
C -2.128 1.744 -0.986 -0.503
C -1.264 2.502 0.089 0.658
N -0.250 3.186 -0.242 -0.762
O -1.642 2.508 1.283 -0.666
C -2.127 -1.891 0.248 0.791
O -2.576 -2.685 -0.611 -0.584
O -2.451 -2.024 1.604 -0.710
H 4.873 0.376 1.024 0.235
H 3.565 1.504 1.548 0.202
H 3.594 -0.165 2.058 0.202
H 3.189 0.729 -0.848 0.172
H 3.013 -0.826 -1.208 0.487
H 1.292 0.937 0.681 0.206
H 0.931 -0.381 2.275 0.367
H 1.676 -1.647 1.649 0.378
H -0.824 -0.123 -2.020 0.409
H -0.871 -0.378 0.861 0.270
H -3.004 0.624 0.588 0.256
H -3.374 0.043 -0.973 0.222
H -1.595 1.783 -2.132 0.196
H -3.115 2.281 -0.998 0.263
H 0.193 3.573 0.537 0.411
H 0.104 3.080 -1.075 0.383
H -2.758 -2.902 1.857 0.506
```